Density functional theory data (ωB97M-V/def2-TZVPD) for a molecular structure, C24H34CoN3O8P2 at a distorted geometry.

LUMO energy (alpha / beta)	2.48 / 2.49	eV
total charge	-1
energy relative to the best compared isomer or geometry (same formula, charge and spin)	0.0	kcal per mole
E_tot	-102500.44026	eV
spin multiplicity	2
highest occupied orbital energy (alpha / beta)	-0.174 / -0.213	hartree

Cartesian coordinates (Å):
Co 0.7553 -0.2925 0.3947
O -1.4155 -0.4951 3.6857
C -0.5788 -0.0540 2.9152
O -0.6554 -0.2064 1.6194
C 0.5490 0.8079 3.4981
C 0.7398 2.1164 2.7295
C 1.6025 3.0932 3.5389
C 3.0245 2.5133 3.3099
C 2.7012 1.2527 2.5142
O 1.6301 1.7267 1.6597
C 2.0019 0.2264 3.4189
C 2.0642 -1.1843 2.8668
O 2.2716 -2.1199 3.6294
O 1.9460 -1.2873 1.5867
H 0.2613 0.9994 4.5293
H -0.1719 2.5327 2.3197
H 1.3066 3.0964 4.5892
H 1.5175 4.1111 3.1578
H 3.5606 2.2952 4.2340
H 3.6311 3.1893 2.7073
H 3.4980 0.8467 1.8992
H 2.4654 0.2105 4.4041
N 4.6167 0.6870 -4.5319
C 4.0084 0.0330 -3.7900
N 3.3476 -0.7936 -3.0043
C 2.7397 -0.4553 -1.9244
N 2.1593 -0.2468 -0.9375
C 1.2951 -3.8134 0.4796
P 0.1431 -2.5856 -0.2112
C 0.1168 -3.1523 -1.9539
C -1.4870 -3.1327 0.3834
C -2.6204 -2.7328 -0.3272
C -3.8898 -3.0720 0.1123
C -4.0438 -3.8053 1.2834
C -2.9260 -4.1848 2.0103
C -1.6526 -3.8491 1.5640
H 1.3939 -3.6759 1.5548
H 2.2751 -3.6126 0.0448
H 0.9781 -4.8307 0.2352
H -0.2484 -4.1792 -2.0316
H 1.1397 -3.1037 -2.3363
H -0.4939 -2.4921 -2.5611
H -2.5067 -2.1333 -1.2253
H -4.7590 -2.7527 -0.4506
H -5.0349 -4.0626 1.6366
H -3.0397 -4.7328 2.9377
H -0.7900 -4.1271 2.1574
C 1.8292 3.0035 -2.8756
C 1.0961 2.7712 -1.5799
O -0.1563 2.1022 -1.8678
P -0.6230 0.7464 -1.1416
O -0.8928 -0.2691 -2.3415
C -1.7552 -0.0234 -3.4674
C -1.0067 0.6585 -4.5912
O -2.1507 1.1057 -0.8058
C -2.4378 2.2643 -0.0120
C -3.4060 3.1422 -0.7661
H 2.7261 3.6008 -2.6991
H 1.1971 3.5375 -3.5885
H 2.1379 2.0631 -3.3317
H 0.8471 3.7146 -1.0897
H 1.6765 2.1753 -0.8846
H -2.6206 0.5536 -3.1410
H -2.1025 -1.0097 -3.7759
H -0.6970 1.6629 -4.3052
H -1.6505 0.7263 -5.4719
H -0.1163 0.0870 -4.8560
H -1.5182 2.8118 0.1987
H -2.8450 1.9160 0.9363
H -2.9460 3.5254 -1.6778
H -3.7147 3.9867 -0.1458
H -4.2968 2.5749 -1.0407

Atoms 1-3, force components in eV/Å:
Co 0.202 0.424 -0.448
O -0.083 0.040 0.101
C -0.220 -0.159 -0.548